A 2-piece molecular cluster, C59H77N4 overall in a non-equilibrium geometry. Source: the Open Molecules 2025 dataset; level of theory: wB97M-V/def2-TZVPD.

Properties
HOMO level ... -0.3187 Eh
Charge ... +1

CARTESIAN COORDINATES (ANGSTROEM)
1 C 1.311 -0.404 -1.479
2 C 2.026 -1.736 -1.320
3 C 2.063 -2.425 -2.689
4 C 3.479 -1.491 -0.918
5 C 1.267 -2.637 -0.294
6 C 0.262 -3.478 -0.805
7 C 0.069 -4.725 -0.217
8 C 0.757 -5.006 0.955
9 C 1.289 -3.980 1.747
10 C 1.498 -4.368 3.252
11 C 1.206 -3.220 4.205
12 C 2.916 -4.911 3.452
13 C 0.520 -5.482 3.666
14 C 1.539 -2.731 1.107
15 N 1.966 -1.568 1.838
16 C 3.278 -1.453 2.474
17 C 3.189 -0.167 3.247
18 N 1.953 0.476 2.778
19 C 1.710 1.849 3.199
20 C 2.477 2.905 2.621
21 C 3.463 2.848 1.413
22 C 3.319 4.122 0.554
23 C 3.237 1.668 0.492
24 C 4.905 2.829 1.940
25 C 2.434 4.172 3.203
26 C 1.437 4.523 4.097
27 C 0.675 3.507 4.652
28 C 0.900 2.165 4.333
29 C 0.364 1.180 5.413
30 C -1.007 1.620 5.948
31 C 1.344 1.182 6.602
32 C 0.200 -0.222 4.876
33 C 1.250 -0.388 1.947
34 C 0.016 -0.205 1.323
35 C -0.856 0.909 1.631
36 C -0.533 2.233 1.251
37 C -1.273 3.296 1.755
38 C -2.429 3.064 2.509
39 C -2.831 1.748 2.782
40 C -2.073 0.677 2.319
41 H 1.260 0.123 -0.524
42 H 1.834 0.231 -2.212
43 H 0.276 -0.548 -1.806
44 H 2.561 -3.398 -2.616
45 H 1.064 -2.578 -3.104
46 H 2.623 -1.806 -3.402
47 H 4.010 -2.438 -0.765
48 H 3.992 -0.924 -1.709
49 H 3.537 -0.898 -0.007
50 H -0.283 -3.225 -1.718
51 H -0.576 -5.477 -0.677
52 H 0.807 -6.038 1.305
53 H 0.207 -2.804 4.026
54 H 1.243 -3.586 5.241
55 H 1.948 -2.426 4.132
56 H 3.055 -5.826 2.861
57 H 3.695 -4.203 3.151
58 H 3.068 -5.160 4.511
59 H 0.754 -6.444 3.200
60 H 0.577 -5.635 4.751
61 H -0.514 -5.210 3.422
62 H 3.488 -2.324 3.099
63 H 4.087 -1.424 1.725
64 H 3.126 -0.335 4.332
65 H 4.060 0.482 3.086
66 H 3.700 5.010 1.071
67 H 3.901 4.016 -0.371
68 H 2.273 4.306 0.281
69 H 3.361 0.729 1.027
70 H 2.236 1.696 0.052
71 H 3.970 1.678 -0.332
72 H 5.123 1.936 2.537
73 H 5.607 2.851 1.094
74 H 5.094 3.707 2.571
75 H 3.166 4.927 2.919
76 H 1.284 5.556 4.388
77 H -0.052 3.776 5.413
78 H -1.701 1.844 5.128
79 H -1.440 0.809 6.549
80 H -0.922 2.494 6.605
81 H 2.355 0.882 6.294
82 H 1.410 2.186 7.042
83 H 1.001 0.488 7.383
84 H 1.173 -0.646 4.640
85 H -0.270 -0.871 5.629
86 H -0.417 -0.227 3.968
87 H -0.368 -1.035 0.739
88 H 0.297 2.388 0.561
89 H -0.939 4.319 1.572
90 H -3.008 3.906 2.893
91 H -3.746 1.558 3.343
92 H -2.379 -0.361 2.494
93 C 1.270 4.171 -5.543
94 N 1.411 2.757 -5.799
95 C 2.773 2.332 -6.060
96 C 2.796 0.962 -6.712
97 C 2.011 -0.054 -5.880
98 C 0.785 0.496 -5.213
99 C 0.486 1.887 -5.282
100 C -0.767 2.337 -4.774
101 C -1.574 1.495 -4.047
102 C -1.174 0.156 -3.741
103 C -1.874 -0.640 -2.784
104 C -3.312 -0.568 -2.707
105 C -4.098 -1.667 -3.151
106 C -5.473 -1.567 -3.307
107 C -6.139 -0.387 -2.872
108 N -7.499 -0.297 -2.956
109 C -8.182 0.860 -2.426
110 C -8.336 -1.435 -3.271
111 C -7.691 -2.333 -4.308
112 C -6.245 -2.682 -3.933
113 C -5.369 0.688 -2.346
114 C -3.996 0.592 -2.259
115 C -0.043 -0.330 -4.471
116 H 0.257 4.499 -5.796
117 H 1.463 4.412 -4.486
118 H 1.989 4.714 -6.167
119 H 3.231 3.093 -6.700
120 H 3.350 2.298 -5.121
121 H 2.359 1.032 -7.715
122 H 3.834 0.636 -6.838
123 H 1.724 -0.896 -6.523
124 H 2.678 -0.481 -5.114
125 H -1.076 3.376 -4.896
126 H -2.508 1.874 -3.650
127 H -1.411 -1.564 -2.442
128 H -3.583 -2.586 -3.436
129 H -7.834 1.772 -2.931
130 H -9.256 0.729 -2.600
131 H -8.002 0.976 -1.348
132 H -8.543 -2.021 -2.359
133 H -9.295 -1.038 -3.624
134 H -8.298 -3.238 -4.414
135 H -7.712 -1.825 -5.279
136 H -5.709 -3.021 -4.831
137 H -6.255 -3.543 -3.248
138 H -5.872 1.589 -2.000
139 H -3.408 1.416 -1.853
140 H 0.183 -1.402 -4.439



C59H83F6N4O31S2Sr as an isolated structure in a non-equilibrium geometry. Source: the Open Molecules 2025 dataset; level of theory: wB97M-V/def2-TZVPD.

Properties
HOMO level ... -0.1632 Eh
Charge ... -1

CARTESIAN COORDINATES (ANGSTROEM)
1 Sr -1.645 1.326 1.773
2 C -3.506 6.406 -1.051
3 C -2.417 5.604 -0.726
4 C -2.667 4.421 0.197
5 O -1.679 3.752 0.679
6 C -3.943 4.074 0.604
7 C -5.075 4.779 0.116
8 C -4.812 6.148 -0.533
9 O -5.703 6.947 -0.500
10 O -6.217 4.370 0.147
11 O -1.255 5.949 -1.208
12 H -3.443 7.289 -1.668
13 H -4.125 3.161 1.147
14 C 0.224 -2.736 1.468
15 F -0.128 -3.934 1.934
16 F 0.681 -2.047 2.493
17 F 1.153 -2.810 0.573
18 S -1.331 -1.923 0.792
19 O -1.821 -2.854 -0.160
20 O -2.109 -1.607 1.956
21 N -0.789 -0.392 0.243
22 S -0.626 -0.662 -1.337
23 O 0.235 -1.719 -1.765
24 O -1.890 -0.577 -2.015
25 C 0.200 0.897 -1.889
26 F 1.464 0.872 -1.437
27 F 0.191 0.908 -3.177
28 F -0.401 1.965 -1.443
29 C -3.364 3.271 7.624
30 O -2.725 3.300 6.373
31 C -3.068 4.351 5.522
32 C -2.778 3.918 4.061
33 N -1.740 2.860 3.941
34 C -0.387 3.448 3.949
35 C 0.644 2.343 3.915
36 O 0.683 1.665 2.650
37 C 1.659 2.141 1.715
38 H -3.366 2.201 7.876
39 H -4.409 3.563 7.534
40 H -2.818 3.739 8.444
41 H -2.513 5.281 5.707
42 H -4.122 4.620 5.626
43 H -2.468 4.756 3.434
44 H -3.719 3.593 3.616
45 H -1.753 2.511 4.907
46 H -0.140 4.058 4.838
47 H -0.321 4.151 3.107
48 H 0.540 1.721 4.810
49 H 1.679 2.713 3.987
50 H 1.526 1.524 0.833
51 H 2.656 1.992 2.145
52 H 1.501 3.201 1.499
53 C -1.368 -2.480 -6.184
54 O -1.578 -3.039 -4.909
55 C -1.498 -4.443 -4.898
56 C -1.271 -4.869 -3.469
57 N 0.118 -4.573 -3.032
58 C 0.416 -5.156 -1.686
59 C 1.899 -5.417 -1.518
60 O 2.334 -6.382 -2.440
61 C 3.706 -6.293 -2.681
62 H -0.467 -2.829 -6.702
63 H -1.232 -1.395 -6.156
64 H -2.277 -2.648 -6.785
65 H -0.636 -4.732 -5.506
66 H -2.400 -4.973 -5.248
67 H -1.429 -5.952 -3.387
68 H -2.047 -4.427 -2.816
69 H 0.073 -3.558 -2.905
70 H -0.071 -6.131 -1.568
71 H 0.048 -4.419 -0.961
72 H 2.072 -5.793 -0.494
73 H 2.483 -4.497 -1.617
74 H 4.254 -5.537 -2.116
75 H 3.849 -6.245 -3.764
76 H 4.241 -7.222 -2.404
77 C -3.895 1.645 -1.326
78 O -3.687 1.138 -0.009
79 C -4.926 0.647 0.464
80 C -4.835 0.077 1.868
81 N -4.329 1.093 2.793
82 C -4.400 0.739 4.214
83 C -3.440 -0.376 4.557
84 O -2.106 -0.015 4.229
85 C -1.185 -0.886 4.880
86 H -2.955 1.954 -1.782
87 H -4.628 2.451 -1.317
88 H -4.203 0.846 -2.019
89 H -5.268 -0.174 -0.186
90 H -5.731 1.387 0.356
91 H -4.125 -0.748 1.849
92 H -5.794 -0.353 2.188
93 H -4.922 1.915 2.670
94 H -5.417 0.418 4.490
95 H -4.145 1.621 4.799
96 H -3.710 -1.339 4.097
97 H -3.510 -0.561 5.644
98 H -0.209 -0.617 4.477
99 H -1.378 -1.925 4.616
100 H -1.221 -0.690 5.949
101 C 4.483 -0.749 0.601
102 C 4.656 -2.096 0.878
103 C 5.848 -2.547 1.399
104 C 6.923 -1.667 1.539
105 C 6.779 -0.327 1.270
106 C 5.562 0.108 0.771
107 O 5.442 1.422 0.336
108 O 5.954 -3.873 1.763
109 H 3.503 -0.395 0.309
110 H 3.841 -2.806 0.781
111 H 7.805 -2.085 2.021
112 H 7.597 0.371 1.354
113 H 4.682 1.300 -0.258
114 H 6.821 -4.066 2.127
115 C 1.389 3.666 -4.268
116 C 0.449 4.533 -3.725
117 C -0.347 5.329 -4.541
118 C -0.168 5.232 -5.913
119 C 0.704 4.298 -6.457
120 C 1.489 3.499 -5.638
121 O 2.476 2.663 -6.143
122 O -1.219 6.186 -4.018
123 H 1.970 3.078 -3.565
124 H 0.326 4.632 -2.653
125 H -0.739 5.830 -6.615
126 H 0.819 4.221 -7.537
127 H 2.560 2.808 -7.090
128 H -1.235 6.084 -3.028
129 C 3.450 6.487 -1.646
130 C 4.282 5.529 -2.182
131 C 4.050 4.181 -1.984
132 C 2.865 3.789 -1.401
133 C 1.980 4.744 -0.902
134 C 2.300 6.080 -0.972
135 O 1.388 7.006 -0.602
136 O 4.959 3.251 -2.437
137 H 3.639 7.547 -1.738
138 H 5.242 5.873 -2.565
139 H 2.642 2.757 -1.171
140 H 0.958 4.495 -0.641
141 H 0.480 6.601 -0.509
142 H 5.668 3.717 -2.893
143 C 3.342 -0.641 -5.551
144 C 3.625 0.250 -4.539
145 C 3.736 -0.219 -3.222
146 C 3.544 -1.560 -2.957
147 C 3.196 -2.452 -3.959
148 C 3.162 -1.982 -5.252
149 O 2.942 -2.820 -6.320
150 O 4.215 0.620 -2.204
151 H 3.300 -0.290 -6.572
152 H 3.811 1.286 -4.802
153 H 3.591 -1.888 -1.925
154 H 2.936 -3.471 -3.719
155 H 2.618 -3.678 -6.025
156 H 4.795 1.307 -2.588
157 C 2.686 -3.339 4.239
158 C 3.020 -1.922 4.740
159 O 2.178 -1.771 5.914
160 C 1.212 -2.724 5.918
161 O 0.241 -2.642 6.566
162 O 1.428 -3.614 4.935
163 H 3.443 -4.056 4.548
164 H 2.445 -3.324 3.189
165 H 2.835 -1.167 3.966
166 H 4.041 -1.766 5.102
167 C 0.567 -6.566 4.009
168 C -0.414 -7.043 5.095
169 O 0.380 -7.078 6.282
170 C 1.685 -7.008 5.950
171 O 2.584 -7.070 6.705
172 O 1.824 -6.810 4.607
173 H 0.473 -5.508 3.770
174 H 0.274 -7.067 3.084
175 H -0.714 -8.081 4.870
176 H -1.374 -6.564 5.271
177 C -4.415 -2.298 -4.736
178 C -4.226 -2.280 -3.193
179 O -5.258 -3.183 -2.755
180 C -6.196 -3.293 -3.718
181 O -7.250 -3.867 -3.614
182 O -5.777 -2.687 -4.866
183 H -3.708 -3.005 -5.162
184 H -4.309 -1.275 -5.071
185 H -4.436 -1.272 -2.846
186 H -3.291 -2.653 -2.804



no.,total energy (eV),HOMO-LUMO gap (Eh),LUMO energy (eV)
1,-68385.317,0.1534,-4.50
2,-170773.270,0.2161,1.44